75
Properties=species:S:1:pos:R:3:forces:R:3:lowdin_charge:R:1 method="wB97M-V/def2-TZVPD" smiles="COc1ccc(C[C@H]2CN3C(=NC[C@@H]3C(C)C)N2CCNC(=O)CCC2CCCCC2)cc1" homo_energy_ev=-8.07 e_tot_ha=-1423.58578 max_force_ev_per_a=0.65 charge=0 de_lowest_kcal_mol=16.7 spin_multiplicity=1
C -7.50498 -2.44835 -0.50583 -0.2 0.1 -0.1 -0.096
H -8.07385 -1.86650 0.22718 0.0 0.0 0.0 0.095
O -6.20572 -2.72768 -0.04909 0.3 0.0 0.1 -0.087
C -5.37028 -1.68216 0.21862 0.1 0.0 0.0 -0.278
C -5.69468 -0.34058 0.05943 -0.3 -0.2 -0.1 -0.021
C -4.75925 0.63564 0.36116 0.2 0.0 0.0 -0.043
C -3.48932 0.30893 0.81312 0.0 0.0 0.0 -0.236
C -3.18048 -1.03704 0.98872 -0.2 0.0 0.1 -0.045
C -4.10274 -2.01871 0.69374 -0.2 -0.1 -0.1 0.009
H -3.86664 -3.06255 0.82704 0.0 -0.1 0.0 0.120
H -2.20606 -1.31100 1.36535 0.1 0.0 0.0 0.101
C -2.47998 1.37403 1.14473 -0.1 0.2 -0.1 -0.086
H -2.86172 1.96807 1.97979 0.0 0.0 0.0 0.123
H -1.54503 0.90416 1.45313 0.1 0.1 0.1 0.114
C -2.18901 2.33252 -0.02477 -0.2 -0.1 0.5 -0.218
N -1.28979 1.75719 -1.01179 0.0 0.1 0.0 0.004
C -0.10205 2.39406 -0.99092 0.4 0.4 -0.1 -0.393
N 0.92287 2.34356 -1.75772 -0.3 -0.4 -0.4 0.094
C 1.79207 3.42895 -1.32084 0.1 0.1 0.0 -0.149
H 2.05079 4.04724 -2.18423 0.1 0.0 0.2 0.110
H 2.72080 3.01661 -0.91681 0.1 0.1 0.0 0.092
C 1.00568 4.23343 -0.23982 0.1 0.2 0.1 -0.239
N -0.07625 3.31287 0.03642 0.0 -0.4 -0.1 -0.015
C -1.42600 3.60105 0.43803 -0.2 0.3 0.0 -0.070
H -1.49292 3.74771 1.51906 -0.1 0.0 -0.1 0.122
H -1.81061 4.50570 -0.06098 0.0 -0.1 0.0 0.128
C 1.78405 4.59362 1.03465 0.1 0.0 -0.1 -0.385
C 2.92413 5.55625 0.71406 -0.3 -0.1 0.1 -0.070
H 2.54613 6.45155 0.22481 0.0 0.1 -0.1 0.077
H 3.43330 5.85284 1.62807 0.1 0.1 0.0 0.078
H 3.64886 5.08563 0.05414 0.1 -0.1 -0.1 0.077
C 2.29534 3.35649 1.76930 -0.2 0.2 -0.1 -0.065
H 1.50051 2.62133 1.86728 0.0 -0.1 0.1 0.073
H 2.64310 3.63082 2.76248 0.1 0.0 0.1 0.079
H 3.12536 2.89918 1.23680 0.1 -0.1 -0.1 0.069
H 1.07316 5.10716 1.69430 0.0 0.0 0.0 0.134
H 0.61072 5.16712 -0.67890 0.0 -0.1 0.0 0.149
C -1.63076 0.76918 -1.99343 0.2 -0.4 -0.2 -0.108
H -2.71814 0.69260 -2.05961 0.0 0.0 -0.1 0.127
C -1.03474 -0.60980 -1.65805 -0.3 0.0 0.0 -0.133
N 0.36592 -0.50599 -1.33349 -0.1 -0.1 -0.3 0.072
C 0.80216 -0.55848 -0.05330 0.5 0.1 -0.2 -0.502
O 0.09338 -0.88263 0.88147 -0.3 -0.2 0.4 0.046
C 2.27444 -0.23444 0.10223 0.1 0.0 0.1 -0.104
H 2.50753 -0.22105 1.16700 -0.1 0.0 0.0 0.117
C 3.17034 -1.23858 -0.63029 -0.2 -0.2 0.1 -0.160
H 4.21160 -1.02851 -0.37189 0.0 0.0 -0.1 0.121
H 3.06392 -1.09396 -1.70811 0.1 0.0 0.0 0.112
C 2.85728 -2.70381 -0.30603 0.5 0.2 0.0 -0.338
C 3.76308 -3.62026 -1.13215 -0.4 -0.1 -0.1 -0.177
C 3.47002 -5.08990 -0.84843 0.3 0.0 0.1 -0.207
C 3.65205 -5.38925 0.63550 -0.3 -0.1 -0.1 -0.213
C 2.74321 -4.48927 1.46545 0.3 0.0 0.1 -0.200
C 3.02587 -3.01669 1.18123 -0.4 -0.1 -0.1 -0.166
H 2.33616 -2.40641 1.76447 0.0 0.1 0.1 0.106
H 4.04646 -2.77418 1.48923 0.1 0.1 0.0 0.125
H 1.70050 -4.70569 1.22243 -0.1 0.0 0.0 0.116
H 2.88697 -4.69290 2.52888 -0.1 0.0 0.0 0.108
H 3.42486 -6.43858 0.83638 0.1 0.0 0.0 0.106
H 4.69346 -5.21264 0.91562 0.1 0.0 0.0 0.112
H 2.44159 -5.31653 -1.13923 -0.1 -0.1 -0.1 0.113
H 4.13358 -5.72207 -1.44316 -0.1 0.0 0.0 0.106
H 3.62316 -3.41453 -2.19626 0.1 0.1 0.0 0.114
H 4.80689 -3.40758 -0.88673 0.1 0.1 0.0 0.121
H 1.81573 -2.90337 -0.58144 0.0 0.0 0.0 0.144
H 2.44622 0.76271 -0.30487 0.0 0.1 0.0 0.092
H 0.92944 0.01844 -1.98929 0.1 0.0 0.1 0.121
H -1.16647 -1.27587 -2.51673 -0.1 0.0 0.1 0.122
H -1.53673 -1.03869 -0.78898 0.1 0.0 -0.2 0.092
H -1.22660 1.10331 -2.95697 -0.1 0.0 0.0 0.124
H -3.13354 2.60267 -0.51372 0.1 0.0 0.1 0.140
H -5.04298 1.67310 0.24808 0.0 0.1 0.0 0.112
H -6.67039 -0.03977 -0.28948 -0.1 0.0 0.0 0.101
H -7.98405 -3.41641 -0.64449 0.0 0.1 0.0 0.092
H -7.49096 -1.91328 -1.46150 0.0 0.0 0.0 0.094